C5H8N2 | ωB97M-V/def2-TZVPD

The geometry in ORCA input format:
```
! RIJCOSX wB97M-V def2-TZVPD def2/J DEFGRID3
* xyz 0 1
C 2.8424 0.1311 0.2431
C 1.5118 0.8470 0.3128
C 0.3567 0.0131 -0.1191
C 0.3154 -1.4385 -0.5021
C -1.0103 0.5232 0.4442
N 3.9172 -0.3106 0.1348
N 0.9466 0.9423 -1.0178
H 1.3389 1.6448 0.9787
H -0.2361 -1.4304 -1.3867
H -0.1629 -2.1039 0.3520
H 1.3928 -1.6590 -0.7714
H -1.7481 0.3321 -0.4038
H -0.9366 1.5686 0.5022
H -1.3167 -0.0893 1.2844
H 0.4414 1.8798 -1.0832
*
```

Orbital gap in eV: 10.903
Max |F| in eV/Å: 3.6
SMILES: CC1(C)N[C@@H]1C#N
HOMO in eV: -10.2
LUMO in Ha: 0.0257



ClMnNaO8S2 | ωB97M-V/def2-TZVPD

The geometry in ORCA input format:
```
! RIJCOSX wB97M-V def2-TZVPD def2/J DEFGRID3
* xyz -2 6
Na 2.9383 -15.4211 -1.7097
Mn 0.9132 -17.0075 -3.2104
S 3.9626 -17.2367 -4.2899
O 2.6916 -16.5545 -3.9240
O 3.9103 -17.8952 -5.5367
O 4.9277 -16.0928 -4.5241
O 4.4714 -18.1451 -3.2055
S 2.2971 -18.4903 -0.3502
O 1.3116 -19.5412 0.0552
O 2.3567 -17.7391 0.8934
O 3.4219 -19.1543 -0.8940
O 1.8570 -17.6154 -1.4457
Cl 3.9036 -13.0875 -3.1561
*
```

Orbital gap (alpha / beta) in eV: 3.560 / 3.530
Max |F| in eV/Å: 10.2
HOMO (alpha / beta) in eV: -1.6 / -1.6
LUMO (alpha / beta) in Ha: 0.0736 / 0.0724



C23H27AuN4OS2 | ωB97M-V/def2-TZVPD

The geometry in ORCA input format:
```
! RIJCOSX wB97M-V def2-TZVPD def2/J DEFGRID3
* xyz 2 3
Au 0.0173 -0.3456 0.2805
C -4.5186 -1.3083 -3.0597
C -4.1902 -2.4545 -2.0894
N -4.2114 -1.9549 -0.7235
C -5.4849 -2.0631 -0.0122
C -5.5292 -3.3641 0.8020
C -3.0734 -1.4238 -0.1033
S -1.5766 -1.6102 -0.9417
N -3.3369 -0.9242 1.0674
C -2.5905 -0.1228 1.8909
O -1.7099 0.6407 1.4681
C -2.9314 -0.1870 3.3123
C -1.9731 0.2153 4.2496
C -2.2415 0.1031 5.5989
C -3.4682 -0.4055 6.0218
C -4.4272 -0.7985 5.0964
C -4.1617 -0.6940 3.7436
H -4.5145 -1.7145 -4.0700
H -3.7690 -0.5211 -2.9936
H -5.5034 -0.8872 -2.8592
H -3.2093 -2.8672 -2.3060
H -4.9365 -3.2437 -2.1516
H -6.2675 -2.0514 -0.7683
H -5.5844 -1.2029 0.6409
H -5.4027 -4.2378 0.1623
H -6.5031 -3.4326 1.2852
H -4.7525 -3.3625 1.5662
H -1.0121 0.5815 3.9076
H -1.4974 0.4021 6.3252
H -3.6744 -0.4966 7.0805
H -5.3804 -1.1831 5.4334
H -4.9127 -0.9779 3.0187
N 1.5946 -2.0184 -0.0613
C 2.6830 -2.0098 0.8724
C 2.5673 -2.7310 2.0511
C 3.6000 -2.6962 2.9742
C 4.7389 -1.9451 2.7181
C 4.8444 -1.2297 1.5351
C 3.8117 -1.2509 0.6104
H 1.0200 -2.8506 0.0136
H 1.8871 -1.8870 -1.0232
H 1.6809 -3.3300 2.2385
H 3.5182 -3.2619 3.8931
H 5.5466 -1.9243 3.4370
H 5.7371 -0.6543 1.3279
H 3.8864 -0.6884 -0.3140
S 1.6226 1.1317 1.2227
C 0.8994 2.6533 0.7436
N -0.2121 3.0825 1.3831
C -0.8079 4.2705 1.1618
C -0.2805 5.1315 0.2414
C 0.8600 4.7355 -0.4579
C 1.4427 3.5054 -0.2125
H -0.6256 2.4369 2.0474
H -1.6926 4.4846 1.7431
H -0.7435 6.0927 0.0727
H 1.2934 5.3965 -1.1980
H 2.3307 3.1852 -0.7377
*
```

Orbital gap (alpha / beta) in eV: 7.476 / 4.514
Max |F| in eV/Å: 0.7
HOMO (alpha / beta) in eV: -13.4 / -13.8
LUMO (alpha / beta) in Ha: -0.2182 / -0.3411



Question: Number 2 is which compound?
Answer: ClMnNaO8S2